# C18H60N6O12

A 12-piece molecular cluster, C18H60N6O12 overall (wB97M-V/def2-TZVPD, the OMol25 dataset).

```
! wB97M-V def2-TZVPD RIJCOSX def2/J DEFGRID3
* xyz 0 1
N -0.8861 1.6510 -0.1137
O 2.7957 -0.2620 1.3473
N -1.0806 0.3899 2.4527
H 2.9340 0.9543 4.3873
H -3.4064 2.8371 1.5842
N -0.3724 1.7133 4.0889
H -1.1906 5.4995 -1.2075
H -0.7628 -4.1759 -4.2797
O 0.2551 3.8097 1.3043
C -0.6890 1.4696 -3.8617
C -0.0797 0.6589 -0.3818
H 0.8851 3.9942 2.0220
H -3.2209 -0.4042 -2.3099
O -0.5611 0.1331 -3.4048
H 3.2811 3.9907 0.5312
H 2.7623 -3.5599 2.0704
H 3.6640 3.3696 -1.1632
H -4.6932 -1.1456 -1.7145
H 1.5785 -0.6762 2.9139
H 2.2136 -0.0244 0.6464
N -0.6462 -0.4509 -0.7760
H 0.1365 -2.7643 -4.9183
H -1.7674 1.6849 -3.6092
H -3.8743 0.4492 0.4165
H 3.2004 -1.0261 -1.2573
C 3.2090 -0.9677 -2.3337
H 4.0702 -1.4194 -2.7782
H -0.5013 4.0262 -1.3736
C -0.9770 4.6354 -0.5994
H -1.0582 -3.0386 1.0619
O -1.0633 -0.4486 4.6992
O -3.0507 -1.2693 0.2806
H 2.0269 -5.4911 0.7406
H -2.2500 -2.6928 -1.1086
H -3.7897 -1.9184 -2.9343
H -1.8687 1.5525 -0.1104
H 2.4587 -1.5451 -2.8964
C -1.9078 -3.2095 3.0205
H -3.9795 1.2215 2.3339
C -0.6838 -3.1726 2.0910
H -2.5020 -4.0925 3.0341
H -5.1405 2.1812 1.5254
H 1.5506 1.0515 2.2658
C -4.0152 1.9209 1.4847
H 0.9477 -5.0482 -0.6833
H 0.1279 -2.4069 2.2967
H -0.4742 2.5808 0.2256
C -2.1306 -2.6917 -5.1634
O -2.6704 -2.0539 2.8346
H -1.9148 4.2217 -0.1759
H -1.3635 -0.5928 2.2119
H 0.8972 5.3380 0.0353
H 2.8046 2.4601 -0.0841
O 5.8819 3.5116 0.1108
C 1.8302 -3.4579 0.1586
H 4.9580 2.4166 1.3851
C 3.3638 0.7406 3.3909
H 0.0771 1.7779 4.9790
H 0.0357 -1.2683 -0.8307
H -0.6928 1.3660 -4.9591
H -1.4757 -3.1947 4.0331
C -0.7870 -3.0744 -4.4398
H 2.6649 -2.1078 1.3138
H -3.9550 -2.9047 -0.6428
H -3.3193 -1.9495 3.5132
H 3.9438 1.5855 3.0289
C -0.0094 4.9821 0.5398
N 2.6671 -3.0901 1.1235
N 1.6602 -4.7226 0.0919
C -3.6893 -1.3886 -1.9776
O 1.2982 0.8106 -0.4172
C 2.2119 0.1627 2.5339
H -0.3717 5.7796 1.2129
C 3.5738 3.1492 -0.1017
H -0.0194 2.1384 -3.3541
H -3.0851 -3.1702 -4.7876
O -3.6653 1.3675 0.2728
H -2.3119 -1.6366 -5.0886
H -0.7525 0.1051 -2.4937
H 4.0797 -0.0606 3.4640
H -1.0878 1.1336 1.7054
C 4.9031 2.5342 0.3117
C -0.8491 0.5596 3.7659
H 2.2147 0.6627 -2.1945
H 5.2032 1.6699 -0.3259
H -1.6200 -0.6437 -0.6158
H -3.2984 -1.7521 1.0793
O -0.8104 -2.5729 -3.1012
H -0.6629 -1.7020 -3.0572
O 2.9598 0.3728 -2.7378
C -3.1673 -2.1761 -0.8238
H -1.9568 -2.9584 -6.1840
H -0.1983 -4.1809 2.0960
H 5.7146 4.1404 0.7737
O 1.2795 -2.5237 -0.7532
H 0.0373 2.3230 3.3339
*
```

* energy relative to the best compared isomer or geometry (same formula, charge and spin): 7.302 eV
* gap between HOMO and LUMO: 8.7 eV

Atom charges from the Löwdin analysis, given in e for atoms 1 to 5: N 0.171; O -0.119; N 0.172; H 0.071; H 0.084

---

# C18H66N22O14

A 14-piece molecular cluster, C18H66N22O14 overall (wB97M-V/def2-TZVPD, the OMol25 dataset).

```
! wB97M-V def2-TZVPD RIJCOSX def2/J DEFGRID3
* xyz 1 2
H -1.1593 6.1655 2.5845
N -0.6323 3.7576 -3.7925
N -0.4360 -4.7029 6.1242
H -4.9623 3.1089 -0.4879
H -3.6605 -3.1069 1.9346
H -2.1054 5.2300 -0.1304
H 5.3344 -6.0288 -0.3225
N -1.2790 3.7098 3.6206
H 1.6393 -3.2421 0.4095
C -2.0141 -5.2643 -1.2308
H -0.1090 -3.4067 -1.8409
H -0.4762 -0.9468 -0.5837
H 1.6570 -1.4046 3.5324
O 1.6459 -4.5851 5.4818
C 1.0177 -1.3466 1.1324
C -4.6687 3.6621 0.4042
C -3.8831 4.8272 0.0225
H -1.0856 6.4305 -2.5227
H 4.9936 -2.5449 -1.5459
H 3.5108 4.8285 -3.7449
H -5.6851 3.9991 0.6077
H 5.3727 -1.5878 -0.2369
H 2.2941 0.0705 2.8246
O -1.7357 2.2813 1.9139
H 0.7819 -2.6653 4.2183
O -2.7490 6.7871 1.3230
H -3.1832 1.1193 -3.1232
H -3.6052 -5.5244 -0.1022
N 2.6418 -5.3196 -0.9765
N 4.3428 -5.9550 -0.1452
H 3.8345 0.9550 3.1648
C 3.8968 -5.0404 -0.8776
H -0.5081 1.9513 -1.4060
O 4.4486 2.9383 -2.3811
H -1.0052 5.7566 0.9074
N 0.3345 -0.7820 2.3086
C 3.3954 -0.7903 4.1187
H -1.3192 -4.2151 6.1703
C -3.0583 -0.8137 -2.6844
H -0.5568 4.0720 4.2267
H 2.0420 -4.6807 -1.4787
N 2.4433 -1.6731 4.1066
H 2.0416 -0.9736 1.1528
C 0.8272 -2.8346 1.0115
O 4.4148 -0.9488 4.7186
H 1.1489 2.3850 -1.1311
N 4.9888 -1.6071 -1.1709
N 3.9679 0.1807 -0.6667
H -1.4096 -1.6610 -3.4003
H 3.7283 -6.7418 -0.2979
H 2.4372 1.8611 -4.5146
H -0.4361 -5.7006 -2.4551
H 3.4906 0.9991 -1.0168
N 0.2896 2.8726 2.4464
O 0.6528 0.7613 -0.1526
N -2.5657 4.3825 -0.4304
H 2.6251 3.5859 -4.7283
H -2.2882 0.5107 1.1889
N 3.0770 1.8361 -3.7335
H 0.0007 -3.1621 0.3808
O -4.0024 -0.8235 -1.9159
O 0.7850 -3.5041 -2.1686
N -2.7201 -0.3322 0.8379
O -0.1802 -0.0420 -4.7785
C 3.6146 2.9372 -3.2497
N -2.2504 -1.8051 -2.8595
H -2.9449 -0.5401 -0.1246
H -2.8218 -7.0359 -0.7035
H -1.7174 4.8422 -2.1839
H 2.3194 -6.0474 -0.3548
H -0.0165 -5.2632 6.8523
H -1.3869 3.5074 -3.1695
H -0.1566 -0.7025 -5.4709
H -1.3365 -7.0381 -1.7990
H 1.0393 3.2836 2.9841
N 0.1372 -3.1307 4.8411
O -1.8904 -4.0259 -1.1151
H -0.9082 7.4563 1.4148
N -1.1324 5.4461 -2.7435
N -3.3254 -2.3785 1.3204
H 0.0526 0.1009 1.9071
H -4.1740 3.0818 1.1830
H 0.7161 -3.4114 1.9297
H 3.2178 0.9061 -3.3655
C 0.4978 1.5364 -1.3409
H 1.2200 -1.1342 -0.9297
O 0.4787 5.6757 -4.2440
N 3.1364 0.2496 3.3523
C -3.6980 5.6903 1.3597
H -3.1682 -2.3995 0.3229
C -1.4172 6.5071 1.5821
C 0.5063 -4.1499 5.4598
H -0.3375 3.2587 -4.6197
N -2.6059 0.2933 -3.1907
H -4.4094 5.4662 -0.6866
H -2.2415 3.6659 3.9237
C -0.9850 2.9636 2.6142
H -0.8495 -2.9248 4.9053
H -2.3509 -2.6223 -2.2747
O 3.5007 -0.7107 -2.6136
H -1.7873 0.3409 -3.7804
H 0.3511 0.6790 -5.1165
C -2.9415 -1.2135 1.7548
C 0.5193 -0.6782 -0.2303
H -2.2455 3.7054 0.2472
N -2.8706 -6.0360 -0.5701
N -1.1049 -6.0551 -1.7864
H 4.4171 0.1367 0.2369
H -4.6015 6.1846 1.7168
C -0.3061 5.0313 -3.6442
O 4.5491 -4.1954 -1.4576
H 0.6794 0.9932 -2.2683
H 2.5391 -2.5035 4.6735
H -0.5310 -1.3017 2.3383
H 0.6533 2.2932 1.7033
C 4.0869 -0.7611 -1.5628
O -2.8919 -1.0270 2.9774
N 3.2443 3.8854 -3.9887
H 0.7623 -3.1209 -3.0454
H -3.4573 5.0274 2.1907
*
```

* ⟨S²⟩: 0.755
* gap between HOMO and LUMO (spin up / spin down): 8.0 / 1.6 eV

Atom charges from the Löwdin analysis, given in e for atoms 1 to 5: H 0.103; N 0.168; N 0.171; H 0.115; H 0.125